#A
Here is the molecule C7H10 from the Open Molecules 2025 dataset. Energies are from the ωB97M-V functional and the def2-TZVPD basis.

## Properties
Structure (SMILES) = CC=C=C=C(C)C

```
! RIJCOSX wB97M-V def2-TZVPD def2/J DEFGRID3
* xyz 0 1
C 0.30029 -0.38616 0.07132
C 1.17849 0.15406 -0.66345
C 1.83352 0.71951 -1.64915
C -0.73236 -0.90243 0.74041
C 1.81846 2.13708 -1.85226
C -0.99385 -2.36346 0.93536
C -1.62572 0.08404 1.43105
H 2.47272 0.10833 -2.16701
H 2.54408 2.67645 -1.20917
H 0.82642 2.41257 -1.53333
H 1.86884 2.53258 -2.93823
H -2.04913 -2.35425 1.22936
H -0.23722 -2.83485 1.70137
H -0.77088 -2.82497 0.02715
H -1.17397 1.07339 1.26554
H -1.89624 -0.23375 2.50018
H -2.67509 0.03153 0.87027
*
```

#B
Here is C7H10 as an isolated structure from the Open Molecules 2025 dataset. Energies are from the ωB97M-V functional and the def2-TZVPD basis.

```
! RIJCOSX wB97M-V def2-TZVPD def2/J DEFGRID3
* xyz 0 1
C 0.82114 -0.51691 -1.63904
C 1.18659 0.43620 -0.51386
C 0.30475 1.21871 0.39136
C -2.01910 0.05500 -0.03083
C -1.34440 -0.75798 0.80028
C -0.13833 -0.29724 1.46152
C 1.14690 0.15635 0.94648
H 0.54498 0.03244 -2.54763
H 1.68313 -1.15086 -1.88266
H -0.01285 -1.16402 -1.36897
H 2.15095 0.92515 -0.69127
H 0.16663 2.27612 0.58324
H -2.73639 -0.32432 -0.74722
H -1.90372 1.13038 0.03576
H -1.75066 -1.74290 1.04366
H -0.07311 -0.57006 2.53623
H 1.97351 0.29393 1.62295
*
```

#C
Here is the molecule C7H10 from the Open Molecules 2025 dataset. Energies are from the ωB97M-V functional and the def2-TZVPD basis.

## Properties
Structure (SMILES) = C=C/C=C\C=C/C

```
! RIJCOSX wB97M-V def2-TZVPD def2/J DEFGRID3
* xyz 0 1
C -1.83779 0.52982 -0.10353
C -1.42207 -0.83019 -0.57453
C -0.36534 -1.52966 -0.14681
C 1.34483 1.07959 -1.06285
C 1.63465 0.99221 0.23833
C 1.25770 -0.07253 1.18370
C 0.49719 -1.16156 0.99281
H -1.78158 1.24455 -0.93495
H -2.87477 0.52687 0.25221
H -1.19219 0.90064 0.69559
H -2.04724 -1.27825 -1.34697
H -0.18624 -2.51208 -0.58614
H 0.70477 0.36152 -1.56460
H 1.77094 1.87157 -1.67155
H 2.28721 1.75412 0.66412
H 1.72711 0.01699 2.16296
H 0.48282 -1.89362 1.80220
*
```

#D
Here is the molecule C7H10 from the Open Molecules 2025 dataset. Energies are from the ωB97M-V functional and the def2-TZVPD basis.

```
! RIJCOSX wB97M-V def2-TZVPD def2/J DEFGRID3
* xyz 0 1
C -1.91929 0.50492 -0.29784
C -1.11481 -0.66078 -0.80453
C 0.17837 -0.66144 -1.14147
C 1.11697 0.50456 -0.96617
C 1.54915 0.68980 0.48015
C 1.03673 -0.06537 1.45674
C 0.03135 -0.97374 1.83285
H -2.75986 0.69331 -0.97965
H -2.33726 0.28690 0.69178
H -1.33200 1.42458 -0.21247
H -1.68479 -1.57615 -0.95938
H 0.60911 -1.57799 -1.54457
H 0.62051 1.42658 -1.30748
H 2.00191 0.38971 -1.60554
H 2.27889 1.46318 0.70963
H 1.23555 0.08343 2.54806
H 0.48948 -1.95149 2.09986
*
```

Most stable to least stable, the ends of the list are #C and #B.